Record 1
C8H14O | ωB97M-V/def2-TZVPD

Geometry as XYZ:
```
23
Properties=species:S:1:pos:R:3:forces:R:3
H -2.947215 -0.840151 -0.108129 -0.08 0.02 -0.01
H 3.511054 0.600551 0.787013 0.03 0.01 0.12
H 2.679043 0.443318 2.396692 0.12 0.01 0.01
H -0.108946 -0.301082 -2.497198 0.01 0.02 -0.03
H -0.641706 -1.890969 -1.938558 -0.06 -0.03 -0.07
H 1.470314 -2.355404 0.526595 -0.01 -0.09 -0.02
C 0.500044 -0.754277 0.170593 -1.27 -0.28 -0.65
C -0.881765 -0.307967 -0.468174 1.12 -1.00 0.44
C 2.571127 0.628910 1.332665 0.47 -0.69 0.08
C 1.556628 1.664418 0.907709 1.06 -2.34 0.36
H -0.085431 1.668590 0.071452 -2.88 -1.04 -1.63
H 1.885856 2.332824 0.120352 -0.23 -0.31 -0.24
H -1.790431 -2.094875 0.370992 -0.08 -0.07 -0.01
H 1.054696 2.169456 1.725163 -0.29 -0.30 -0.10
H -1.840021 -0.655985 -2.376181 -0.03 0.00 -0.04
H -1.881797 1.488077 0.225216 -0.28 -0.01 -0.08
H -1.989842 -0.652921 1.368784 -0.02 0.04 0.04
C -1.068929 1.187170 -0.428718 2.26 1.59 1.31
O 0.626670 -2.127428 0.121713 0.07 0.12 0.06
H -1.194453 1.630171 -1.413427 -0.11 -0.01 -0.06
C 1.415068 0.017636 0.676357 0.07 4.35 0.47
C -0.866713 -0.826517 -1.914997 -0.03 0.00 0.19
C -1.973251 -1.023543 0.344087 0.15 0.01 -0.16
```
Positions in Å, forces in eV/Å.

Calculated values
* SMILES: CC(C)(C)C(O)=C1CC1
* strongest force on any atom: 4.4 eV Å⁻¹
* LUMO level: 0.788 eV
* energy relative to the best compared isomer or geometry (same formula, charge and spin): 222.7 kJ/mol

Record 2
H20O10 | ωB97M-V/def2-TZVPD

Geometry as XYZ:
```
30
Properties=species:S:1:pos:R:3:forces:R:3
H -0.129623 -3.846196 -0.528404 -0.01 -0.09 0.12
O 0.814442 -3.918769 -0.361745 0.18 0.19 -0.13
H -1.847751 2.164621 -0.799321 0.23 0.11 -0.17
H -1.374630 2.241390 -2.267722 0.13 -0.11 0.03
H -3.197454 1.030184 1.075507 0.11 -0.02 -0.12
H 1.385298 -0.646415 1.489275 0.19 -0.03 0.12
H 1.002556 -3.269360 0.331598 -0.09 -0.08 -0.04
H 0.577195 0.275143 3.328103 -0.10 0.17 0.06
O 0.695467 0.907235 2.609330 -0.08 -0.38 -0.17
H 0.022694 -0.681362 -3.181008 -0.07 -0.03 0.00
O 1.722238 -1.558146 1.397891 0.20 0.05 -0.04
H 0.606050 4.408667 0.146307 0.00 -0.02 -0.03
O -0.365514 -0.069877 0.013027 -0.04 0.11 0.21
H 0.345856 0.730549 -2.730258 0.07 -0.09 -0.07
O 1.849202 -0.907815 -1.389637 0.23 -0.03 -0.31
H 1.870471 -1.658900 -1.994546 0.02 -0.05 0.12
H 0.679854 2.957578 -0.298240 0.00 0.24 -0.13
H 2.395749 -1.181206 -0.641450 -0.15 -0.06 0.05
H 2.607209 -1.541631 1.779100 -0.09 -0.01 0.15
O -1.162663 -2.418541 1.808647 0.00 -0.07 0.09
H 0.387917 -0.483308 -0.443335 -0.01 -0.01 -0.13
H -0.541191 0.728823 -0.518146 -0.10 -0.16 -0.01
H 0.013808 0.674173 1.953897 0.05 0.14 0.00
H -3.851281 2.333656 0.586311 0.05 -0.04 0.02
H -1.094464 -2.178929 0.877709 -0.08 0.31 0.09
O 1.231178 3.733740 -0.132850 0.08 -0.11 0.11
O -3.094601 1.754282 0.447369 -0.20 0.06 0.11
H -0.324146 -2.119320 2.181824 -0.03 -0.15 -0.12
O -0.170269 0.237850 -3.379544 -0.02 0.17 -0.04
O -1.053597 2.301879 -1.359690 -0.45 -0.04 0.22
```
Positions in Å, forces in eV/Å.

Calculated values
* SMILES: O.O.O.O.O.O.O.O.O.O
* strongest force on any atom: 0.5 eV Å⁻¹
* LUMO level: 0.070 eV
* energy relative to the best compared isomer or geometry (same formula, charge and spin): 199.8 kJ/mol

Record 3
C3H9NO | ωB97M-V/def2-TZVPD

Geometry as XYZ:
```
14
Properties=species:S:1:pos:R:3:forces:R:3
C 2.015099 -0.654088 1.588421 -0.15 0.51 0.36
H -2.232810 1.021766 -2.162553 0.05 0.27 0.16
N 0.104858 -1.221331 0.251845 0.15 0.25 0.12
H -0.790783 -1.005266 -0.151753 -0.02 0.03 0.04
H 1.344081 1.876494 0.743538 0.49 -0.17 -0.15
C 0.876968 -0.161512 0.742342 0.13 -0.93 -1.00
H 0.140066 1.425756 -0.489464 -0.65 -0.19 -0.54
H 2.571289 0.197807 1.962866 0.22 0.02 0.03
H 2.654084 -1.255397 0.948953 0.20 -0.07 -0.04
C 0.836113 1.070033 0.231746 -0.01 0.64 1.24
H 0.108093 -2.044590 0.827549 -0.14 -0.06 -0.02
H -3.732964 1.420126 -2.033908 0.20 0.14 0.13
O -3.121681 0.804006 -2.442986 -0.22 -0.41 -0.28
H 1.729448 -1.266720 2.444733 -0.25 -0.02 -0.05
```
Positions in Å, forces in eV/Å.

Calculated values
* SMILES: C=C(C)N.O
* strongest force on any atom: 1.4 eV Å⁻¹
* LUMO level: 0.799 eV
* energy relative to the best compared isomer or geometry (same formula, charge and spin): 110.4 kJ/mol

Record 4
C12H33FInN3O3 | ωB97M-V/def2-TZVPD

Geometry as XYZ:
```
53
Properties=species:S:1:pos:R:3:forces:R:3
H -0.655746 1.402116 -3.350691 0.52 -0.11 -0.75
H -2.314906 2.094616 1.948249 -0.46 0.26 -0.30
H 1.725114 -0.084854 0.685479 -0.14 0.27 0.50
H 2.968824 2.497576 -1.147751 0.35 -0.19 -0.34
C 0.624664 -1.626204 2.350589 1.89 -1.34 4.51
F -2.295496 1.653116 -0.796751 0.47 -1.40 0.28
H 2.062524 -3.452954 -0.875081 0.08 -0.13 -0.04
H 1.455464 -1.525984 0.407919 0.13 0.15 -0.75
C 1.302974 1.359106 -0.436551 2.95 0.52 -0.72
H 3.515864 1.178216 -0.141661 -0.19 -0.06 0.39
H 0.439814 2.015886 -0.544701 0.63 1.05 -0.54
H 1.710224 -0.570024 -1.582831 2.01 2.26 0.43
C -0.143556 0.533196 2.876939 -1.17 0.00 1.68
H -1.308446 2.903676 0.897999 -0.70 -0.10 -0.62
C -0.738396 2.834656 3.451199 0.49 1.37 1.84
In -1.143096 0.126576 0.240209 -1.53 3.19 -2.33
O -0.167686 0.178966 -1.849331 6.25 3.12 0.09
H -0.897056 -1.899124 -2.905831 0.51 -0.86 0.10
H -0.768516 3.859886 3.082269 0.19 0.08 0.05
H 1.596734 -1.384144 2.780209 0.13 -0.31 0.80
H -0.065596 2.804346 4.308239 0.12 0.10 -0.03
C 1.042874 -3.506034 -1.256631 -0.77 0.39 0.27
H 0.876944 -2.307794 1.538249 1.40 -0.48 4.68
H 0.190314 -2.272524 0.811689 -2.32 -0.34 -2.92
H 0.487214 2.299876 1.783179 -0.27 0.99 0.92
N 0.477924 -1.559964 0.156219 -2.27 -3.69 -5.81
C 2.736314 1.933046 -0.244791 -1.23 1.54 -1.80
H -1.695966 0.044096 -3.284321 1.72 0.98 0.13
H -3.629216 -1.637474 -2.082341 0.59 -0.56 0.10
H 0.509944 0.582986 3.747889 0.83 -0.23 -0.44
H 1.096244 1.111856 1.581229 1.32 0.16 -1.57
C 0.423694 -2.097094 -1.175881 0.74 -0.57 -1.83
H -0.115236 -0.330774 -3.832791 0.55 0.64 -0.29
H 2.771224 2.763146 0.460769 0.07 -0.54 0.72
H -1.742276 2.671806 3.843389 -0.08 -0.44 -0.03
N 0.961724 0.574476 0.736699 6.39 8.07 -8.36
H 1.036984 -1.329944 -1.648601 -1.36 -3.76 -0.78
O 0.215444 -0.387464 1.835079 -6.63 -7.46 11.50
H -2.844426 -0.628584 -3.338041 -0.04 -0.94 0.22
H -1.558956 -2.801014 -1.521171 -0.10 -0.35 -0.24
H -1.062296 0.168866 3.336579 -0.37 0.04 -0.04
C -0.934576 -1.958344 -1.818081 -1.14 -1.99 -0.29
H -3.457696 0.054806 -1.888411 0.00 0.15 -0.14
C -0.652476 0.330256 -3.152711 -0.01 1.59 -1.77
H -0.006106 -2.135394 3.079249 -0.16 0.26 0.18
H 1.686874 0.878116 -2.551771 -0.05 0.23 0.05
C -2.931696 -0.820874 -2.268691 -3.15 0.70 1.62
H 0.447514 -4.143304 -0.602771 0.12 -0.32 0.12
C 1.245914 0.412236 -1.670521 -0.52 3.34 -0.34
H 1.056824 -3.996254 -2.230071 -0.03 0.37 -0.10
O -1.714666 -0.800944 -1.512701 -5.75 -4.95 0.97
N -1.447396 2.057926 1.432309 -0.49 -1.91 -0.73
C -0.374676 1.931626 2.339629 0.46 1.21 1.74
```
Positions in Å, forces in eV/Å.

Calculated values
* strongest force on any atom: 15.2 eV Å⁻¹
* LUMO level: -7.902 eV
* total charge: +2
* energy relative to the best compared isomer or geometry (same formula, charge and spin): 1073.3 kJ/mol

no.,orbital gap (Eh)
1,0.3525
2,0.4007
3,0.3321
4,0.2715